{"formula": "C31H22MgN6O2", "method": "wB97M-V/def2-TZVPD", "e_above_lowest_kcal_mol": 29.8, "total_charge": -2, "orbital_gap_ha": [0.173, 0.173], "symbols": ["Mg", "N", "C", "N", "C", "N", "N", "C", "C", "C", "C", "C", "C", "N", "C", "C", "C", "C", "C", "C", "H", "H", "H", "H", "H", "H", "H", "H", "H", "H", "H", "O", "C", "O", "C", "C", "C", "C", "C", "C", "C", "C", "C", "N", "H", "H", "H", "H", "H", "H", "C", "C", "C", "C", "C", "C", "C", "H", "H", "H", "H", "H"], "positions_angstrom": [[-18.134, 4.221, 9.809], [-15.883, 6.913, 12.671], [-16.781, 5.979, 12.161], [-16.666, 5.399, 11.017], [-15.469, 5.575, 10.274], [-15.342, 4.900, 9.174], [-16.339, 4.135, 8.891], [-16.312, 3.294, 7.749], [-17.438, 2.559, 7.524], [-17.560, 1.490, 6.565], [-18.700, 0.794, 6.365], [-19.823, 1.074, 7.255], [-19.582, 1.976, 8.248], [-18.481, 2.740, 8.478], [-14.544, 6.607, 10.738], [-13.461, 6.873, 9.875], [-12.677, 7.980, 10.193], [-12.983, 8.723, 11.334], [-14.036, 8.404, 12.178], [-14.788, 7.285, 11.899], [-16.415, 7.654, 13.055], [-17.606, 5.769, 12.818], [-15.532, 3.239, 7.008], [-16.693, 1.401, 5.898], [-18.773, 0.009, 5.589], [-20.788, 0.540, 7.278], [-20.373, 2.107, 9.039], [-13.247, 6.415, 8.921], [-11.807, 8.289, 9.689], [-12.339, 9.579, 11.596], [-14.290, 8.998, 13.036], [-20.077, 4.885, 13.028], [-19.948, 5.398, 11.924], [-19.649, 4.761, 10.857], [-19.978, 6.922, 11.714], [-19.920, 7.806, 12.752], [-19.247, 9.080, 12.566], [-18.322, 9.125, 11.484], [-17.212, 10.016, 11.324], [-16.430, 10.072, 10.176], [-16.607, 9.133, 9.118], [-17.635, 8.212, 9.290], [-18.501, 8.227, 10.400], [-19.659, 7.431, 10.409], [-20.172, 7.495, 13.742], [-19.085, 9.814, 13.360], [-17.023, 10.792, 12.164], [-15.663, 10.834, 10.060], [-16.019, 9.314, 8.204], [-17.866, 7.594, 8.461], [-20.351, 7.302, 9.333], [-21.684, 6.791, 9.332], [-22.765, 7.533, 9.790], [-24.064, 7.034, 9.720], [-24.317, 5.762, 9.229], [-23.258, 5.010, 8.725], [-21.991, 5.479, 8.722], [-22.616, 8.495, 10.254], [-24.858, 7.710, 10.128], [-25.337, 5.346, 9.260], [-23.407, 4.001, 8.299], [-21.198, 4.841, 8.355]], "mulliken_charge": [0.37, -0.20, -0.83, 0.01, -0.33, -1.12, 0.89, -0.85, 0.81, -1.10, -0.07, -0.86, 0.15, -0.03, 1.67, -0.65, -0.69, -0.54, -0.59, -0.21, 0.27, 0.71, 0.21, 0.23, 0.32, 0.30, 0.27, 0.38, 0.44, 0.30, 0.40, -0.83, -0.11, -0.37, 0.25, -0.48, -1.44, 1.29, -0.60, -0.47, -1.21, -0.02, 0.13, 1.11, 0.41, 0.24, 0.09, 0.38, 0.30, 0.51, -1.38, 0.84, -0.30, -0.36, -0.43, -0.30, -0.59, 0.41, 0.27, 0.30, 0.33, 0.35]}

{"formula": "C22H59BF4N5O6Pd", "method": "wB97M-V/def2-TZVPD", "e_above_lowest_kcal_mol": 63.4, "spin_multiplicity": 3, "total_charge": 1, "orbital_gap_ha": [0.266, 0.155], "symbols": ["Pd", "B", "F", "F", "F", "F", "C", "O", "C", "C", "N", "C", "C", "O", "C", "H", "H", "H", "H", "H", "H", "H", "H", "H", "H", "H", "H", "H", "H", "H", "C", "C", "C", "O", "C", "N", "H", "H", "H", "H", "H", "H", "H", "H", "H", "H", "H", "C", "C", "C", "O", "C", "N", "H", "H", "H", "H", "H", "H", "H", "H", "H", "H", "H", "C", "C", "C", "O", "C", "N", "H", "H", "H", "H", "H", "H", "H", "H", "H", "H", "H", "C", "C", "C", "O", "C", "N", "H", "H", "H", "H", "H", "H", "H", "H", "H", "H", "H"], "positions_angstrom": [[1.617, -0.751, -0.669], [-1.023, 0.831, -0.678], [-1.078, 2.155, -0.591], [-0.125, 0.468, -1.680], [-0.538, 0.230, 0.428], [-2.325, 0.420, -0.807], [-1.873, -1.724, 3.300], [-0.679, -2.367, 2.668], [-0.009, -3.426, 3.360], [0.859, -2.975, 4.578], [1.215, -4.198, 5.315], [2.603, -4.368, 5.735], [2.793, -5.553, 6.702], [2.322, -6.859, 6.283], [2.769, -7.842, 7.202], [-2.686, -2.450, 3.295], [-2.091, -0.837, 2.706], [-1.717, -1.500, 4.355], [0.733, -3.902, 2.719], [-0.707, -4.183, 3.719], [0.379, -2.307, 5.293], [1.733, -2.393, 4.284], [0.758, -5.020, 4.948], [3.077, -3.511, 6.214], [3.217, -4.359, 4.834], [2.267, -5.207, 7.592], [3.877, -5.559, 6.815], [3.847, -7.979, 7.285], [2.475, -8.858, 6.938], [2.324, -7.724, 8.190], [3.952, 2.659, -1.312], [3.435, 1.343, -0.753], [2.779, 1.636, 0.600], [2.039, 0.528, 0.983], [1.496, 0.491, 2.369], [2.472, 1.011, -1.751], [4.586, 3.247, -0.649], [3.126, 3.318, -1.579], [4.460, 2.723, -2.275], [4.100, 0.503, -0.552], [1.978, 2.375, 0.630], [3.524, 1.972, 1.322], [2.292, 0.761, 3.063], [1.025, -0.400, 2.784], [0.669, 1.201, 2.369], [1.979, 1.883, -1.877], [3.032, 0.892, -2.583], [-3.301, 4.141, -2.501], [-4.289, 3.881, -1.300], [-4.198, 2.506, -0.568], [-5.160, 2.411, 0.482], [-4.999, 1.341, 1.403], [-4.047, 4.790, -0.234], [-3.311, 3.213, -3.072], [-2.311, 4.482, -2.196], [-3.699, 4.935, -3.133], [-5.287, 4.112, -1.672], [-3.240, 2.372, -0.065], [-4.279, 1.784, -1.380], [-5.965, 1.196, 1.885], [-4.156, 1.571, 2.056], [-4.842, 0.415, 0.851], [-3.108, 4.691, 0.125], [-4.651, 4.283, 0.397], [1.392, 4.960, -4.756], [0.348, 4.109, -3.948], [-0.112, 2.812, -4.674], [-0.469, 3.076, -6.080], [-1.484, 4.026, -6.248], [0.818, 3.834, -2.615], [1.127, 6.012, -4.864], [1.834, 4.564, -5.671], [2.262, 4.994, -4.100], [-0.619, 4.611, -3.948], [-0.803, 2.249, -4.046], [0.764, 2.163, -4.648], [-1.854, 4.068, -7.272], [-1.132, 5.012, -5.943], [-2.325, 3.686, -5.643], [0.029, 3.383, -2.175], [0.958, 4.735, -2.180], [-1.466, -3.921, -0.908], [-0.180, -3.198, -1.252], [-0.099, -2.457, -2.561], [1.154, -1.779, -2.620], [1.474, -1.375, -3.905], [0.087, -2.365, -0.157], [-2.287, -3.219, -0.763], [-1.438, -4.619, -0.071], [-1.825, -4.477, -1.774], [0.621, -3.935, -1.194], [-0.903, -1.745, -2.747], [-0.160, -3.252, -3.305], [2.250, -0.610, -3.914], [0.631, -0.879, -4.386], [1.950, -2.177, -4.469], [0.051, -3.029, 0.603], [-0.710, -1.774, 0.032]], "mulliken_charge": [0.36, 0.14, -0.40, 0.67, 0.22, -0.39, -0.76, 0.02, -0.57, -0.65, -0.27, -0.75, -0.54, -0.30, -0.76, 0.30, 0.08, 0.36, 0.29, 0.36, 0.37, 0.31, 0.24, 0.38, 0.45, 0.31, 0.36, 0.31, 0.28, 0.31, -1.50, 0.29, -0.90, -0.24, -0.69, 0.17, 0.40, 0.42, 0.40, 0.38, 0.37, 0.56, 0.41, -0.05, 0.26, -0.29, 0.16, -1.15, 0.35, 0.09, -0.50, -0.69, -0.92, 0.21, 0.09, 0.46, 0.38, -0.30, 0.33, 0.35, 0.26, 0.24, 0.29, 0.45, -1.68, 0.74, -0.45, -0.43, -0.53, -0.07, 0.37, 0.32, 0.47, 0.19, 0.22, 0.18, 0.28, 0.25, 0.20, -0.39, 0.34, -1.38, 0.29, -0.71, -0.24, -0.99, 0.16, 0.35, 0.39, 0.42, 0.30, 0.25, 0.53, 0.16, 0.43, 0.32, 0.01, -0.12]}

{"formula": "C7H7N5", "method": "wB97M-V/def2-TZVPD", "e_above_lowest_kcal_mol": 51.4, "total_charge": 0, "orbital_gap_ha": 0.348, "smiles": "Nc1nnnn1-c1ccccc1", "symbols": ["N", "C", "N", "N", "N", "N", "C", "C", "C", "C", "C", "C", "H", "H", "H", "H", "H", "H", "H"], "positions_angstrom": [[-0.951, -1.453, 2.177], [-1.819, -1.017, 1.165], [-3.078, -1.427, 1.161], [-3.537, -0.672, 0.089], [-2.607, 0.191, -0.322], [-1.439, -0.141, 0.282], [-0.172, 0.195, -0.324], [1.032, -0.663, -0.214], [2.271, -0.325, -0.684], [2.394, 1.029, -1.284], [1.359, 1.861, -1.308], [0.105, 1.513, -0.761], [-0.294, -0.768, 2.360], [-1.228, -2.103, 2.945], [0.820, -1.761, -0.037], [3.129, -1.118, -0.618], [3.277, 1.438, -1.864], [1.392, 2.785, -1.947], [-0.656, 2.436, -0.814]], "mulliken_charge": [-0.45, 0.48, -0.42, -0.35, -0.44, 0.52, 0.41, -0.16, -0.58, -0.18, -0.42, -0.20, 0.22, 0.24, 0.28, 0.28, 0.26, 0.29, 0.22]}

{"formula": "C22H69N3O14", "method": "wB97M-V/def2-TZVPD", "total_charge": 0, "orbital_gap_ha": 0.324, "smiles": "COCCNCCOC.COCCNCCOC.COCCNCCOC.CCO.CCO.O.O.O.O.O.O", "symbols": ["C", "O", "C", "C", "N", "C", "C", "O", "C", "H", "H", "H", "H", "H", "H", "H", "H", "H", "H", "H", "H", "H", "H", "H", "C", "O", "C", "C", "N", "C", "C", "O", "C", "H", "H", "H", "H", "H", "H", "H", "H", "H", "H", "H", "H", "H", "H", "H", "C", "O", "C", "C", "N", "C", "C", "O", "C", "H", "H", "H", "H", "H", "H", "H", "H", "H", "H", "H", "H", "H", "H", "H", "C", "C", "O", "H", "H", "H", "H", "H", "H", "C", "C", "O", "H", "H", "H", "H", "H", "H", "O", "H", "H", "O", "H", "H", "O", "H", "H", "O", "H", "H", "O", "H", "H", "O", "H", "H"], "positions_angstrom": [[1.431, 8.303, 1.404], [1.339, 6.894, 1.628], [0.016, 6.482, 1.580], [0.007, 4.987, 1.900], [0.986, 4.413, 1.011], [1.317, 3.019, 1.142], [1.781, 2.531, -0.143], [0.631, 2.481, -0.922], [0.933, 2.250, -2.298], [2.421, 8.553, 1.648], [0.745, 8.814, 2.078], [1.293, 8.584, 0.388], [-0.367, 6.747, 0.578], [-0.587, 7.012, 2.290], [-0.976, 4.623, 1.637], [0.169, 4.823, 2.959], [1.826, 4.981, 0.969], [0.473, 2.367, 1.359], [2.071, 2.831, 1.950], [2.200, 1.583, -0.141], [2.476, 3.374, -0.533], [0.094, 1.776, -2.747], [1.876, 1.742, -2.456], [1.092, 3.211, -2.712], [3.158, -7.366, 5.977], [3.451, -6.237, 5.171], [4.768, -5.837, 5.381], [5.049, -4.654, 4.460], [5.026, -5.073, 2.990], [5.210, -3.955, 2.097], [4.657, -4.320, 0.773], [3.231, -4.545, 0.862], [2.513, -4.785, -0.366], [3.926, -8.194, 5.762], [2.198, -7.710, 5.639], [3.114, -7.150, 7.021], [5.468, -6.669, 5.165], [4.951, -5.507, 6.416], [6.000, -4.201, 4.663], [4.170, -3.973, 4.579], [4.092, -5.487, 2.888], [6.274, -3.634, 1.924], [4.601, -3.041, 2.389], [5.060, -5.199, 0.342], [4.847, -3.526, -0.004], [2.777, -3.929, -1.130], [1.449, -4.827, -0.094], [2.907, -5.703, -0.845], [-5.919, 5.445, -4.952], [-5.116, 4.419, -4.337], [-5.696, 4.239, -3.004], [-5.148, 3.035, -2.241], [-5.395, 1.755, -2.990], [-4.392, 1.320, -3.977], [-4.754, 0.033, -4.639], [-4.590, -0.941, -3.551], [-4.745, -2.290, -3.989], [-5.499, 5.836, -5.894], [-5.960, 6.284, -4.198], [-6.918, 5.116, -5.122], [-6.786, 4.098, -3.169], [-5.477, 5.105, -2.390], [-5.632, 3.056, -1.317], [-4.065, 3.270, -2.114], [-5.580, 0.959, -2.391], [-3.393, 1.193, -3.594], [-4.404, 2.075, -4.771], [-4.048, -0.207, -5.484], [-5.772, 0.089, -5.004], [-4.807, -2.916, -3.113], [-3.958, -2.610, -4.618], [-5.702, -2.516, -4.517], [-0.603, -1.073, -1.184], [-0.369, -1.764, -2.504], [0.673, -2.729, -2.483], [-1.425, -0.337, -1.272], [0.322, -0.581, -0.933], [-0.771, -1.733, -0.354], [-0.220, -1.076, -3.393], [-1.313, -2.333, -2.651], [1.526, -2.237, -2.297], [0.280, -2.016, 4.298], [1.160, -2.782, 3.363], [0.973, -2.329, 1.958], [-0.766, -2.246, 3.989], [0.389, -0.972, 4.271], [0.469, -2.327, 5.361], [0.883, -3.755, 3.534], [2.212, -2.670, 3.527], [0.106, -1.960, 1.880], [3.225, -1.302, -2.290], [3.348, -1.247, -1.310], [4.168, -1.437, -2.575], [-0.852, -4.994, -1.010], [-0.397, -4.233, -1.361], [-1.808, -4.861, -1.075], [-3.606, 0.185, 0.914], [-3.331, 1.136, 0.859], [-4.407, 0.264, 1.384], [-1.994, 2.417, -0.395], [-2.107, 3.345, -0.572], [-1.033, 2.203, -0.620], [3.473, -1.470, 0.806], [2.902, -2.198, 1.081], [2.962, -0.757, 1.140], [-1.164, 5.064, -0.944], [-0.966, 5.402, -1.864], [-0.329, 4.702, -0.534]], "mulliken_charge": [-0.81, -0.38, -0.56, -0.62, -0.04, -0.99, -0.88, 0.02, -0.89, 0.28, 0.31, 0.32, 0.34, 0.45, 0.19, 0.54, 0.21, 0.35, 0.41, 0.59, 0.28, 0.13, 0.39, 0.30, -0.77, -0.22, -0.65, -0.44, -0.48, -0.10, -0.90, -0.27, -0.52, 0.29, 0.23, 0.31, 0.38, 0.42, 0.43, 0.05, 0.35, 0.26, 0.17, 0.58, 0.30, 0.11, 0.21, 0.34, -0.70, -0.30, -0.69, -0.48, -0.38, -0.21, -0.69, -0.22, -0.88, 0.25, 0.27, 0.33, 0.35, 0.40, 0.57, 0.02, 0.28, 0.07, 0.36, 0.34, 0.38, 0.25, 0.34, 0.31, -0.02, -0.41, -0.51, 0.05, -0.06, 0.18, 0.27, 0.22, 0.22, -1.54, 0.24, -0.19, 0.37, 0.41, 0.36, 0.28, 0.06, 0.13, -0.70, 0.34, 0.32, -0.68, 0.36, 0.31, -0.57, 0.25, 0.25, -0.11, 0.24, 0.17, -0.64, 0.13, 0.35, -0.72, 0.34, 0.28]}